C3H7OS | the ωB97M-V functional and the def2-TZVPD basis

The geometry in XYZ format:
```
12
Properties=species:S:1:pos:R:3:forces:R:3
C 2.558 0.260 -1.656 0.284 0.286 -0.573
S 1.478 -0.688 -0.531 0.295 0.201 0.073
H 2.630 -0.238 -2.630 -0.110 0.004 -0.016
H 3.608 0.426 -1.370 -0.166 -0.357 0.479
H 2.206 1.279 -1.864 -0.290 -0.121 0.074
O -2.352 0.360 2.780 -0.173 -0.116 0.199
C -1.585 0.229 1.852 -0.184 -0.232 0.076
C -1.937 -0.508 0.576 0.874 0.398 1.218
H -0.612 0.741 1.909 0.196 -0.135 -0.339
H -2.337 0.343 0.025 -0.293 -0.421 -0.718
H -1.026 -0.889 0.112 -0.043 0.241 -0.316
H -2.631 -1.314 0.796 -0.390 0.254 -0.157
```
Forces are in eV/Å.

The max |F| comes out at 1.55 eV/Å. For the HOMO energy, the calculation gives -2.459 eV. As for the charge: -1. The spin multiplicity is 1. The total energy is -591.93807 hartree. The calculation puts the lowest unoccupied orbital energy at 4.0 eV.


C3H7OS | the ωB97M-V functional and the def2-TZVPD basis

The geometry in XYZ format:
```
12
Properties=species:S:1:pos:R:3:forces:R:3
C -0.073 -1.825 -0.371 -1.727 0.462 -0.907
C 1.105 -1.040 0.189 0.831 -0.652 0.550
S 0.756 0.604 0.850 -0.053 0.460 -0.024
H -0.266 -1.597 -1.457 0.235 -0.113 1.082
H -1.002 -1.460 0.143 0.751 -0.472 -0.470
H -0.061 -2.927 -0.286 0.563 0.361 0.225
H 1.929 -0.928 -0.541 -0.321 -0.420 0.306
H 1.471 -1.578 1.094 0.135 0.143 -0.762
O -1.549 0.483 -1.127 0.764 1.923 1.394
C -1.008 1.380 -0.365 -0.491 -1.427 -2.235
H -1.397 1.591 0.616 -0.649 0.320 0.363
H -0.530 2.267 -0.868 -0.037 -0.585 0.477
```
Forces are in eV/Å.

The max |F| comes out at 2.70 eV/Å. For the HOMO energy, the calculation gives -2.864 eV. As for the charge: -1. The spin multiplicity is 1. The total energy is -591.91491 hartree. The calculation puts the lowest unoccupied orbital energy at 4.1 eV.


C3H7PS2 | the ωB97M-V functional and the def2-TZVPD basis

The geometry in XYZ format:
```
13
Properties=species:S:1:pos:R:3:forces:R:3
C -0.405 0.948 0.792 2.275 2.032 -0.224
C -1.221 -1.774 1.038 1.596 -1.134 -4.211
C 1.340 1.949 -0.521 -3.030 -0.195 1.553
P -1.237 -0.259 -0.083 -2.673 -0.364 0.908
S -0.473 1.679 2.195 -0.164 -0.153 0.195
S 1.580 0.984 -1.916 0.325 0.312 -0.527
H -1.909 -2.508 0.497 0.632 0.925 1.395
H -1.519 -1.323 1.924 -0.487 -0.235 2.111
H -0.144 -2.182 0.906 -1.879 0.625 1.069
H 1.992 1.703 0.282 0.582 -0.043 0.384
H 0.845 2.950 -0.425 0.677 -1.117 -0.664
H -0.258 -0.617 -0.868 2.153 -0.666 -2.014
H 0.664 1.546 -2.717 -0.007 0.014 0.024
```
Forces are in eV/Å.

The max |F| comes out at 4.64 eV/Å. For the HOMO energy (alpha / beta), the calculation gives -7.027 / -6.999 eV. The spin multiplicity is 1. The total energy is -1256.07291 hartree. The calculation puts the lowest unoccupied orbital energy (alpha / beta) at -0.2 / -0.1 eV.


C3H7PS2 | the ωB97M-V functional and the def2-TZVPD basis

The geometry in XYZ format:
```
13
Properties=species:S:1:pos:R:3:forces:R:3
C -1.638 0.907 0.697 -1.838 2.407 -2.867
S -1.448 0.099 -0.917 -0.106 0.191 0.326
P 0.243 -0.985 -0.473 0.288 1.045 1.042
S -0.506 -2.649 0.589 -0.132 -0.383 0.295
H -1.739 1.994 0.414 0.059 -0.969 0.779
H -0.924 0.794 1.421 2.168 -0.530 1.388
H -2.565 0.560 1.060 -1.095 -0.212 0.677
H 0.064 -1.580 -1.652 0.213 -0.975 -2.086
H 0.643 -3.163 0.148 0.180 -0.678 0.325
C 3.042 0.075 1.239 1.316 1.975 -3.933
C 3.356 0.505 0.137 -0.930 -1.840 3.782
H 2.786 0.029 2.219 -0.637 -0.460 2.255
H 3.610 0.443 -0.850 0.513 0.429 -1.985
```
Forces are in eV/Å.

The max |F| comes out at 4.59 eV/Å. For the HOMO energy, the calculation gives -8.382 eV. The spin multiplicity is 1. The total energy is -1256.11796 hartree. The calculation puts the lowest unoccupied orbital energy at 0.7 eV.


C3H7PS3 | the ωB97M-V functional and the def2-TZVPD basis

The geometry in XYZ format:
```
14
Properties=species:S:1:pos:R:3:forces:R:3
C 0.881 -2.033 0.465 1.663 2.292 -3.541
P 1.983 -0.195 0.013 -1.542 -1.459 0.144
S 3.903 -0.150 0.017 -0.090 -0.459 0.108
S 1.116 1.138 1.417 0.183 0.115 -0.502
C -0.334 1.347 0.397 0.100 -2.720 -2.313
C -0.046 1.746 -1.041 4.183 0.018 0.776
S 1.138 0.554 -1.875 -0.360 -0.624 1.332
H 0.195 -1.873 1.257 -0.491 0.283 0.608
H 0.421 -2.178 -0.571 0.394 -0.057 1.682
H 1.669 -2.742 0.649 0.110 -0.246 0.198
H -0.968 2.063 0.712 -1.926 2.509 1.877
H -0.919 0.432 0.334 -0.057 -0.324 0.444
H -0.812 1.960 -1.731 -1.182 0.209 -0.338
H 0.695 2.555 -0.916 -0.986 0.462 -0.477
```
Forces are in eV/Å.

The max |F| comes out at 4.53 eV/Å. For the HOMO energy, the calculation gives -8.818 eV. The spin multiplicity is 1. The total energy is -1654.41949 hartree. The calculation puts the lowest unoccupied orbital energy at 0.2 eV.


C3H8BNO | the ωB97M-V functional and the def2-TZVPD basis

The geometry in XYZ format:
```
14
Properties=species:S:1:pos:R:3:forces:R:3
H -0.600 -1.090 1.108 1.472 -0.812 -1.238
N 0.281 -1.445 0.589 -0.416 1.106 6.245
C 0.180 -1.509 -0.609 -0.015 -1.732 -4.261
C -1.032 -1.209 -1.382 -0.758 1.119 -0.845
H 1.072 -1.851 -1.195 -0.550 0.217 0.409
H -1.831 -1.918 -1.599 0.358 -0.654 0.676
H -1.496 -0.343 -0.913 -0.268 0.118 -0.106
H -0.702 -0.937 -2.361 0.078 0.578 -0.877
C 1.180 1.677 0.980 1.462 1.896 -0.992
B -0.336 1.736 1.173 3.727 0.067 -0.104
O -1.474 1.758 1.442 -3.623 -0.010 0.509
H 1.737 1.422 1.898 -0.504 -0.363 -0.415
H 1.631 2.744 0.721 -1.155 -2.130 0.199
H 1.390 0.965 0.147 0.191 0.599 0.800
```
Forces are in eV/Å.

The max |F| comes out at 6.36 eV/Å. For the HOMO energy, the calculation gives -9.866 eV. The spin multiplicity is 1. The total energy is -273.96220 hartree. The calculation puts the lowest unoccupied orbital energy at 0.6 eV.